# C9H14

A cluster of 2 separate species, C9H14 in total in a non-equilibrium geometry (ωB97M-V/def2-TZVPD, the Open Molecules 2025 dataset).

Structure (XYZ):
```
23
Properties=species:S:1:pos:R:3:lowdin_charge:R:1
C 0.0419 0.1266 -1.3410 -0.091
C -1.1373 0.9969 0.5660 -0.279
C 3.2345 -2.3686 1.6048 -0.159
C -1.4388 0.8049 2.0224 -0.060
C -1.9880 1.6889 -0.2946 -0.056
C -0.0662 0.2819 0.0330 -0.054
C -0.8571 0.7441 -2.1933 -0.102
C 2.7094 -2.6456 0.1822 -0.162
C -1.8774 1.5279 -1.6651 -0.092
H -2.4644 1.0838 2.2638 0.073
H -2.6452 2.4308 0.1556 0.112
H -1.4307 -0.2541 2.2698 0.078
H 0.7299 -0.0454 0.6859 0.104
H 4.2068 -2.8326 1.7689 0.059
H -2.5721 2.0044 -2.3442 0.100
H 2.5308 -2.7986 2.3080 0.053
H 3.5762 -2.9290 -0.4272 0.060
H 3.3123 -1.3013 1.8213 0.058
H -0.9632 0.5177 -3.2427 0.098
H -0.8196 1.2877 2.7731 0.076
H 2.0368 -3.4989 0.1475 0.061
H 0.8527 -0.4015 -1.8184 0.091
H 2.2607 -1.8465 -0.3959 0.030
```

Computed properties:
ΔE to the lowest compared entry with this formula, charge and spin	14.8	kcal/mol
highest occupied orbital energy	-8.98	eV
frontier orbital gap	9.994	eV
energy	-351.3066	Ha
maximum force	1.509	eV/Å
SMILES	Cc1ccccc1.CC